Entry 1:
Below is an isolated molecule of C5H8O, with properties calculated with ωB97M-V/def2-TZVPD.

Computed properties:
* LUMO: 1.01 eV
* energy above the lowest of the compared OMol25 structures with the same formula, charge and spin: 207.7 kJ/mol
* strongest force on any atom: 0.4 eV/A
* HOMO energy: -10.026 eV
* SMILES string: C#C[C@@H](C)CO
* gap between HOMO and LUMO: 11.03 eV

ORCA input file:
```
! wB97M-V def2-TZVPD RIJCOSX def2/J DEFGRID3
* xyz 0 1
C 0.07547 1.69620 0.24126
C 0.17029 0.25453 -0.27237
C 1.03691 -0.64116 0.63241
O 1.05280 -1.98052 0.21117
C -1.12695 -0.37006 -0.58161
C -2.10196 -0.93550 -1.00752
H -0.33932 1.76002 1.25296
H -0.54727 2.30035 -0.42361
H 1.06855 2.15843 0.26898
H 0.68090 0.27456 -1.24558
H 2.07151 -0.29545 0.57038
H 0.73794 -0.54684 1.68900
H 0.12920 -2.26623 0.18824
H -2.90806 -1.40834 -1.52372
*
```

=====

Entry 2:
Below is a 2-piece molecular cluster, C5H8O overall, with properties calculated with ωB97M-V/def2-TZVPD.

Computed properties:
* LUMO: 0.99 eV
* energy above the lowest of the compared OMol25 structures with the same formula, charge and spin: 268.3 kJ/mol
* strongest force on any atom: 1.5 eV/A
* HOMO energy: -8.684 eV
* SMILES string: C=C=O.C=CC
* gap between HOMO and LUMO: 9.67 eV

ORCA input file:
```
! wB97M-V def2-TZVPD RIJCOSX def2/J DEFGRID3
* xyz 0 1
O 1.45794 0.54626 -2.11807
C 0.74219 -0.25845 -1.66748
C 1.17969 0.79095 0.59052
C -0.14425 0.86056 0.56789
C -1.03826 -0.12262 1.21136
C -0.16775 -1.17606 -1.42916
H 1.69262 -0.07359 1.01073
H 1.78752 1.59333 0.20189
H -1.09930 0.50516 2.10789
H -0.67457 1.73220 0.18743
H -2.03149 -0.26103 0.76904
H -0.57853 -1.08325 1.46854
H -0.07763 -1.98388 -0.71926
H -0.92360 -1.18786 -2.19871
*
```

=====

Entry 3:
Below is an isolated molecule of C5H8O, with properties calculated with ωB97M-V/def2-TZVPD.

Computed properties:
* LUMO: 1.02 eV
* energy above the lowest of the compared OMol25 structures with the same formula, charge and spin: 76.7 kJ/mol
* strongest force on any atom: 0.4 eV/A
* HOMO energy: -9.580 eV
* SMILES string: O[C@@H]1C=CCC1
* gap between HOMO and LUMO: 10.60 eV

ORCA input file:
```
! wB97M-V def2-TZVPD RIJCOSX def2/J DEFGRID3
* xyz 0 1
O 1.47813 -1.39135 0.83017
C 0.89400 -0.67497 -0.24985
C -0.64694 -0.81928 -0.31061
C -1.24202 0.55808 0.05845
C -0.04729 1.47843 0.01903
C 1.09790 0.82100 -0.14187
H 0.81317 -1.41747 1.52696
H 1.37411 -1.08054 -1.14735
H -0.95673 -1.11041 -1.31742
H -0.98477 -1.62103 0.35781
H -2.02761 0.86108 -0.64329
H -1.69659 0.56731 1.05830
H -0.14115 2.55619 0.13049
H 2.08577 1.27295 -0.17082
*
```

=====

Entry 4:
Below is a 3-piece molecular cluster, C5H8O overall, with properties calculated with ωB97M-V/def2-TZVPD.

Computed properties:
* LUMO: 1.21 eV
* energy above the lowest of the compared OMol25 structures with the same formula, charge and spin: 298.9 kJ/mol
* strongest force on any atom: 1.3 eV/A
* HOMO energy: -9.461 eV
* gap between HOMO and LUMO: 10.67 eV

ORCA input file:
```
! wB97M-V def2-TZVPD RIJCOSX def2/J DEFGRID3
* xyz 0 1
O 2.78473 -0.55770 -0.89965
C 2.66892 0.36364 -0.24560
C 0.13955 -0.35392 1.07256
C -0.38556 -1.29162 0.00585
C -1.42760 -0.16987 -0.30270
C -0.75932 0.59990 0.81657
H 0.98781 2.15486 -0.99051
H 0.94614 -0.44315 1.79511
H 0.29814 -1.52998 -0.81800
H -0.81769 -2.22125 0.39016
H -1.34837 0.26644 -1.30631
H -2.47152 -0.44415 -0.11861
H 0.33948 2.04858 -0.64720
H -0.95470 1.57822 1.24832
*
```

=====

Entry 5:
Below is an isolated molecule of C5H8O, with properties calculated with ωB97M-V/def2-TZVPD.

Computed properties:
* LUMO: 0.91 eV
* energy above the lowest of the compared OMol25 structures with the same formula, charge and spin: 231.3 kJ/mol
* strongest force on any atom: 2.9 eV/A
* HOMO energy: -9.413 eV
* SMILES string: CCC#CCO
* gap between HOMO and LUMO: 10.33 eV

ORCA input file:
```
! wB97M-V def2-TZVPD RIJCOSX def2/J DEFGRID3
* xyz 0 1
C 0.13705 -0.03654 -2.35711
C 0.35426 0.98631 -1.28097
C 0.03010 0.60247 0.05563
C -0.27588 0.24904 1.16303
C -0.41433 -0.30116 2.48728
O 0.16724 -1.57109 2.61045
H -0.92580 -0.22428 -2.53137
H 0.54642 0.23136 -3.33426
H 0.56799 -1.00949 -2.11757
H 1.43933 1.24105 -1.03053
H -0.05376 1.96577 -1.54117
H -1.47569 -0.34685 2.75135
H 0.06406 0.29179 3.26568
H -0.16100 -2.07836 1.85956
*
```

=====

Entry 6:
Below is C5H8O as an isolated structure, with properties calculated with ωB97M-V/def2-TZVPD.

Computed properties:
* LUMO: 0.90 eV
* energy above the lowest of the compared OMol25 structures with the same formula, charge and spin: 457.1 kJ/mol
* strongest force on any atom: 0.5 eV/A
* HOMO energy: -8.639 eV
* gap between HOMO and LUMO: 9.54 eV

ORCA input file:
```
! wB97M-V def2-TZVPD RIJCOSX def2/J DEFGRID3
* xyz 0 1
C -1.08145 0.89683 0.86419
C -0.47209 -0.25545 0.08211
C 0.08378 0.02579 -1.33241
C 1.54233 -0.45793 -1.07338
O 1.83381 0.23853 0.13855
C 0.90280 -0.71000 0.56346
H -0.37469 1.73028 0.92773
H -1.34529 0.58985 1.88310
H -1.99301 1.25722 0.37534
H -1.16082 -1.10709 0.04662
H 0.11581 1.08776 -1.59961
H -0.41184 -0.53142 -2.13060
H 1.20020 -1.59079 -0.26155
H 1.16047 -1.17359 1.51644
*
```

=====

Entry 7:
Below is an isolated molecule of C5H8O, with properties calculated with ωB97M-V/def2-TZVPD.

Computed properties:
* LUMO: 1.04 eV
* energy above the lowest of the compared OMol25 structures with the same formula, charge and spin: 112.5 kJ/mol
* strongest force on any atom: 1.2 eV/A
* HOMO energy: -9.299 eV
* SMILES string: OC1CC=CC1
* gap between HOMO and LUMO: 10.34 eV

ORCA input file:
```
! wB97M-V def2-TZVPD RIJCOSX def2/J DEFGRID3
* xyz 0 1
O 2.16469 -0.01336 -0.09965
C 0.88911 0.55783 0.09718
C -0.00282 0.24433 -1.17665
C -1.12685 -0.60307 -0.65388
C -1.19571 -0.61690 0.66991
C -0.08341 0.21134 1.29981
H 2.07555 -0.91152 -0.43406
H 1.14621 1.62261 0.18431
H 0.56397 -0.30201 -1.94714
H -0.39066 1.13374 -1.68927
H -1.78512 -1.14496 -1.32244
H -1.94924 -1.18674 1.21692
H -0.48555 1.18326 1.63314
H 0.20973 -0.25744 2.26276
*
```

=====

Entry 8:
Below is an isolated molecule of C5H8O, with properties calculated with ωB97M-V/def2-TZVPD.

Computed properties:
* LUMO: 0.99 eV
* energy above the lowest of the compared OMol25 structures with the same formula, charge and spin: 242.0 kJ/mol
* strongest force on any atom: 0.6 eV/A
* HOMO energy: -9.569 eV
* SMILES string: CC#CCOC
* gap between HOMO and LUMO: 10.55 eV

ORCA input file:
```
! wB97M-V def2-TZVPD RIJCOSX def2/J DEFGRID3
* xyz 0 1
C -2.52120 0.07700 0.20875
O -1.88753 -1.09500 -0.23603
C -0.81391 -0.84632 -1.10115
C 0.39483 -0.24267 -0.51329
C 1.48156 0.22552 -0.27964
C 2.86245 0.69527 -0.16585
H -2.79069 0.73316 -0.63274
H -3.43309 -0.23580 0.71876
H -1.89114 0.64683 0.90348
H -0.54153 -1.81542 -1.53169
H -1.13072 -0.19057 -1.92842
H 2.95277 1.62519 0.40626
H 3.50141 -0.06321 0.30513
H 3.23552 0.88236 -1.18072
*
```

=====

Entry 9:
Below is an isolated molecule of C5H8O, with properties calculated with ωB97M-V/def2-TZVPD.

Computed properties:
* LUMO: 0.88 eV
* energy above the lowest of the compared OMol25 structures with the same formula, charge and spin: 150.3 kJ/mol
* strongest force on any atom: 1.1 eV/A
* HOMO energy: -8.608 eV
* SMILES string: C=C/C(O)=C/C
* gap between HOMO and LUMO: 9.49 eV

ORCA input file:
```
! wB97M-V def2-TZVPD RIJCOSX def2/J DEFGRID3
* xyz 0 1
C 0.75110 0.89357 1.94603
C -0.06747 0.61395 0.72120
C 0.04966 -0.48406 -0.00010
O 1.09241 -1.35322 0.22892
C -0.76133 -0.77080 -1.19979
C -0.85957 0.05828 -2.22593
H 1.82314 1.01594 1.78276
H 0.32299 1.69955 2.52440
H 0.69114 0.02332 2.60380
H -0.77774 1.39268 0.44168
H 0.84892 -2.23296 -0.10814
H -1.29613 -1.71784 -1.26283
H -0.29775 0.96901 -2.39156
H -1.51936 -0.10741 -3.06044
*
```

=====

Entry 10:
Below is an isolated molecule of C5H8O, with properties calculated with ωB97M-V/def2-TZVPD.

Computed properties:
* LUMO: 1.09 eV
* energy above the lowest of the compared OMol25 structures with the same formula, charge and spin: 279.7 kJ/mol
* strongest force on any atom: 3.9 eV/A
* HOMO energy: -8.726 eV
* SMILES string: C[C@H]1CC=CO1
* gap between HOMO and LUMO: 9.82 eV

ORCA input file:
```
! wB97M-V def2-TZVPD RIJCOSX def2/J DEFGRID3
* xyz 0 1
C 1.89457 -0.23271 -0.18019
C 0.55120 -0.12947 0.47323
C -0.42212 1.06269 -0.06792
C -1.91054 0.31368 -0.06217
C -1.59292 -0.99233 -0.06642
H 2.47470 0.67605 -0.06998
H 1.69261 -0.39732 -1.30121
H 2.53461 -1.10549 0.14424
H 0.62455 -0.06228 1.63214
H -0.01270 1.34359 -1.19535
H -0.34039 2.04652 0.74171
H -3.06001 0.70885 0.06988
H -2.21738 -1.82860 -0.14537
O -0.21619 -1.40317 0.02740
*
```

=====

Entry 11:
Below is an isolated molecule of C5H8O, with properties calculated with ωB97M-V/def2-TZVPD.

Computed properties:
* LUMO: 1.03 eV
* energy above the lowest of the compared OMol25 structures with the same formula, charge and spin: 209.6 kJ/mol
* strongest force on any atom: 3.3 eV/A
* HOMO energy: -8.941 eV
* SMILES string: OC1CC=CC1
* gap between HOMO and LUMO: 9.97 eV

ORCA input file:
```
! wB97M-V def2-TZVPD RIJCOSX def2/J DEFGRID3
* xyz 0 1
O -1.91071 0.12661 0.57653
C -0.83832 0.15137 -0.54304
C 0.27054 1.18432 -0.30307
C 1.38685 0.38779 0.34210
C 1.15102 -0.92098 0.24553
C -0.22647 -1.21450 -0.27821
H -1.60891 0.50520 1.42213
H -1.43438 0.28714 -1.44777
H -0.13403 2.00194 0.29888
H 0.62705 1.63872 -1.23926
H 2.25518 0.85512 0.80853
H 1.82824 -1.70335 0.58048
H -0.36384 -2.04898 -0.97904
H -1.03048 -1.19200 0.55468
*
```

=====

Entry 12:
Below is an isolated molecule of C5H8O, with properties calculated with ωB97M-V/def2-TZVPD.

Computed properties:
* LUMO (spin up / spin down): 0.10 / 0.57 eV
* energy above the lowest of the compared OMol25 structures with the same formula, charge and spin: 537.7 kJ/mol
* strongest force on any atom: 2.5 eV/A
* HOMO energy (spin up / spin down): -7.216 / -8.023 eV
* gap between HOMO and LUMO (spin up / spin down): 7.32 / 8.60 eV

ORCA input file:
```
! wB97M-V def2-TZVPD RIJCOSX def2/J DEFGRID3
* xyz 0 1
C 0.66563 1.22098 -1.11060
C 0.58349 -0.16903 -0.79936
C 0.57765 -0.73792 1.41064
C -0.37595 -0.81000 0.35888
C -1.61650 0.03310 0.54833
O -2.73466 -0.34779 0.30248
H -0.23648 1.82485 -1.13831
H 1.60361 1.71303 -1.34207
H 0.08847 0.01644 -1.83722
H 1.48217 -0.76203 -0.95862
H 0.82815 0.22563 1.83979
H 1.14100 -1.60486 1.72724
H -0.67071 -1.81362 0.04648
H -1.43508 1.03661 0.99062
*
```